ORCA calculation (wB97M-V/def2-TZVPD) on a gas-phase ion, C4H11N2OS (charge +1) in a non-equilibrium geometry.

Results
- HOMO energy (spin up / spin down) (eV) = -9.11 / -15.11
- multiplicity = 3
- F_max (eV/Å) = 3.90
- relative energy (zero: lowest compared OMol25 entry of this formula, charge and spin) (kcal/mol) = 0.00
- E_LUMO (spin up / spin down) (Eh) = -0.113 / -0.259
- total charge = +1
- gap between HOMO and LUMO (spin up / spin down) (eV) = 6.05 / 8.05
- molar mass (g/mol) = 135.212

Cartesian coordinates (Å):
C (1.425, 0.473, 0.217)
C (2.586, 1.313, -0.173)
C (-1.533, -0.981, -1.186)
C (-1.012, -0.164, 0.011)
N (0.297, 0.551, -0.406)
N (-0.769, -0.929, 1.212)
O (1.593, -0.314, 1.186)
S (-2.335, 1.111, 0.363)
H (3.368, 1.047, 0.436)
H (2.999, 1.180, -1.194)
H (2.506, 2.348, -0.050)
H (-2.311, -1.637, -0.840)
H (-0.665, -1.432, -1.733)
H (-1.998, -0.432, -1.951)
H (0.258, 1.224, -1.160)
H (-0.653, -1.997, 1.088)
H (0.774, -0.735, 1.473)
H (-1.393, -0.693, 1.916)
H (-3.139, 0.066, 0.792)

=====

ORCA calculation (wB97M-V/def2-TZVPD) on 3 unconnected molecules or ions with the total composition C5H8N2.

Results
- HOMO energy (spin up / spin down) (eV) = -7.75 / -8.62
- F_max (eV/Å) = 0.84
- relative energy (zero: lowest compared OMol25 entry of this formula, charge and spin) (kcal/mol) = 148.03
- E_LUMO (spin up / spin down) (Eh) = -0.041 / -0.023
- total charge = 0
- gap between HOMO and LUMO (spin up / spin down) (eV) = 6.64 / 7.99
- molar mass (g/mol) = 96.133

Cartesian coordinates (Å):
C (-0.600, 2.377, 0.689)
N (-0.477, 0.962, 0.398)
C (-1.320, 0.219, -0.416)
C (-0.664, -0.936, -0.735)
C (0.521, -0.857, 0.062)
C (1.475, -1.873, 0.154)
N (0.653, 0.349, 0.675)
H (-1.652, 2.623, 0.847)
H (-0.206, 2.976, -0.137)
H (-0.025, 2.589, 1.591)
H (-2.236, 0.673, -0.772)
H (-0.020, -2.145, -1.577)
H (0.775, -2.528, -1.637)
H (1.198, -2.914, 0.224)
H (2.485, -1.625, 0.478)